Computed, not measured: a 15-piece molecular cluster, C77H184N11O18 overall, with ωB97M-V/def2-TZVPD.

Computed properties:
- frontier orbital gap (eV) = 7.0
- LUMO energy (hartree) = -0.5129
- net charge = +7
- maximum force (eV Å⁻¹) = 6.73

Last column: Mulliken charge in e.
Element x y z (Å)
C  1.984  3.931  5.321  -1.62
C  2.601  2.733  4.585  1.32
C  3.405  3.304  3.397  -0.72
N  3.801  2.267  2.251  0.76
C  4.639  1.036  2.804  0.24
C  5.964  1.524  3.397  -0.79
C  6.838  2.179  2.291  -0.49
C  6.099  3.252  1.542  -1.19
C  4.648  2.900  1.143  0.73
C  2.520  1.848  1.553  1.00
H  1.154  3.597  5.942  0.36
H  1.564  4.696  4.668  0.25
H  2.799  4.278  5.957  0.53
H  1.805  2.051  4.283  -1.08
H  3.178  2.088  5.248  0.59
H  4.272  3.806  3.827  0.65
H  2.813  4.103  2.951  -0.17
H  3.949  0.585  3.517  0.02
H  4.711  0.253  2.049  -0.34
H  5.860  2.201  4.245  0.27
H  6.608  0.702  3.711  0.50
H  7.750  2.505  2.792  0.53
H  7.227  1.462  1.568  0.00
H  6.128  4.186  2.103  0.39
H  6.719  3.607  0.719  0.60
H  4.114  3.842  1.020  -0.23
H  4.655  2.171  0.332  -0.28
H  1.846  1.441  2.307  -0.76
H  2.745  1.047  0.848  0.13
H  2.008  2.720  1.145  -0.27
C  -3.362  2.953  -8.486  -1.40
C  -2.175  2.392  -7.686  -0.02
C  -1.585  3.534  -6.817  -0.93
N  -0.600  3.009  -5.792  0.80
C  0.557  2.157  -6.360  -0.34
C  1.546  3.013  -7.141  -1.19
C  2.184  4.146  -6.383  -0.52
C  1.000  5.024  -5.767  -1.04
C  -0.007  4.205  -4.917  0.37
C  -1.307  2.123  -4.699  -0.04
H  -4.283  3.049  -7.910  0.24
H  -3.550  2.239  -9.288  0.41
H  -3.240  3.968  -8.862  0.40
H  -1.431  2.061  -8.412  0.28
H  -2.497  1.592  -7.020  0.16
H  -2.344  4.108  -6.285  0.32
H  -1.159  4.283  -7.484  0.68
H  0.148  1.334  -6.947  0.69
H  1.046  1.792  -5.457  -0.07
H  1.101  3.514  -8.001  0.35
H  2.277  2.332  -7.578  0.55
H  2.838  4.809  -6.950  0.52
H  2.742  3.717  -5.552  0.05
H  0.489  5.532  -6.585  0.40
H  1.357  5.833  -5.130  0.53
H  -0.748  4.855  -4.451  0.20
H  0.547  3.799  -4.071  -0.39
H  -2.287  2.442  -4.343  0.02
H  -0.626  2.101  -3.848  -0.63
H  -1.280  1.148  -5.186  0.43
C  -2.383  -4.760  7.997  -1.63
C  -1.066  -4.471  7.257  0.88
C  -0.607  -5.729  6.441  -0.80
N  0.690  -5.524  5.641  0.17
C  1.204  -6.938  5.306  -0.64
C  2.555  -6.874  4.380  -1.20
C  2.399  -5.934  3.169  -0.88
C  1.772  -4.543  3.449  -0.04
C  0.451  -4.601  4.357  0.71
C  1.809  -4.888  6.494  -0.87
H  -2.239  -5.527  8.758  0.49
H  -3.161  -5.155  7.344  0.31
H  -2.735  -3.903  8.572  0.39
H  -0.328  -4.088  7.961  0.60
H  -1.244  -3.616  6.605  -0.85
H  -1.270  -5.951  5.604  0.37
H  -0.462  -6.586  7.099  0.54
H  0.476  -7.507  4.727  0.41
H  1.366  -7.433  6.263  0.54
H  2.871  -7.860  4.038  0.54
H  3.452  -6.559  4.912  0.38
H  1.751  -6.458  2.466  0.39
H  3.389  -5.956  2.715  0.37
H  1.565  -4.192  2.438  -0.21
H  2.496  -3.804  3.791  0.63
H  -0.373  -5.069  3.819  0.25
H  0.147  -3.625  4.734  -0.75
H  2.002  -5.521  7.360  0.36
H  1.608  -3.912  6.936  0.06
H  2.627  -4.620  5.825  0.48
C  -5.194  -4.185  -4.156  -1.77
C  -3.994  -4.237  -3.209  0.83
C  -2.665  -4.024  -4.015  -1.45
C  -1.401  -3.966  -3.081  -0.13
N  -0.023  -4.080  -3.794  0.54
C  0.189  -5.542  -4.183  -0.19
C  0.783  -6.270  -2.999  -1.04
C  1.278  -5.196  -2.050  -0.32
C  1.126  -3.877  -2.809  0.13
C  0.132  -3.034  -4.936  -1.68
C  0.149  -1.515  -4.472  0.42
C  1.445  -0.994  -3.862  0.58
H  -6.134  -3.941  -3.662  0.43
H  -5.432  -5.190  -4.505  0.44
H  -5.112  -3.485  -4.988  0.40
H  -4.026  -5.200  -2.700  0.56
H  -4.081  -3.439  -2.471  -0.71
H  -2.556  -3.156  -4.666  0.47
H  -2.626  -4.863  -4.709  0.45
H  -1.425  -4.818  -2.401  0.71
H  -1.239  -3.023  -2.559  -0.34
H  0.823  -5.533  -5.071  0.59
H  -0.818  -5.918  -4.360  0.21
H  1.588  -6.972  -3.214  0.33
H  0.004  -6.890  -2.554  0.37
H  2.306  -5.429  -1.771  0.62
H  0.682  -5.168  -1.137  -0.07
H  2.037  -3.644  -3.360  0.12
H  0.868  -3.084  -2.107  -0.33
H  -0.662  -3.220  -5.660  0.54
H  1.096  -3.301  -5.370  0.64
H  -0.785  -1.411  -3.922  -0.31
H  -0.046  -0.863  -5.323  0.49
H  2.209  -1.767  -3.779  -0.23
H  1.187  -0.582  -2.887  -1.03
H  1.809  -0.127  -4.413  0.58
C  4.194  -2.592  1.556  -0.70
C  3.713  -2.982  0.136  -0.55
C  4.247  -2.149  -1.010  2.72
C  5.785  -2.260  -1.331  -1.80
N  6.298  -1.095  -2.254  0.58
C  7.828  -1.115  -2.442  -0.43
C  8.474  0.266  -2.133  -0.93
C  7.275  1.171  -1.937  -0.72
C  6.115  0.255  -1.485  0.11
C  5.575  -1.016  -3.638  -0.47
C  5.509  -2.306  -4.364  -0.13
C  5.064  -2.110  -5.852  -1.47
H  5.262  -2.371  1.551  0.66
H  3.959  -3.437  2.202  -0.09
H  3.660  -1.719  1.932  -0.07
H  2.629  -3.074  0.207  -0.39
H  4.077  -4.002  0.009  0.85
H  3.948  -1.119  -0.817  -0.69
H  3.681  -2.496  -1.875  -0.96
H  6.211  -3.174  -1.744  0.53
H  6.417  -2.223  -0.444  0.59
H  8.025  -1.361  -3.486  0.38
H  8.218  -1.911  -1.808  0.48
H  9.095  0.608  -2.961  0.39
H  9.038  0.339  -1.204  0.27
H  7.149  1.646  -2.910  0.35
H  7.418  2.032  -1.284  0.44
H  5.160  0.736  -1.698  -0.32
H  6.156  0.094  -0.408  0.22
H  6.111  -0.277  -4.233  0.81
H  4.592  -0.608  -3.400  -0.28
H  4.811  -2.974  -3.858  0.05
H  6.486  -2.790  -4.389  0.56
H  4.869  -3.083  -6.303  0.43
H  5.814  -1.648  -6.495  0.42
H  4.140  -1.533  -5.888  0.23
C  -0.797  6.941  0.763  -1.40
C  0.450  6.407  0.217  0.28
C  1.636  6.487  1.170  -0.23
O  2.046  7.875  1.336  -0.43
C  3.041  8.010  2.397  -0.73
N  0.197  5.054  -0.409  1.16
H  -0.026  4.445  0.365  -0.72
H  -0.547  5.006  -1.091  -0.10
H  1.030  4.741  -0.885  0.27
H  -1.305  6.247  1.433  0.14
H  -1.413  7.115  -0.120  0.44
H  -0.615  7.867  1.308  0.47
H  0.715  6.936  -0.699  0.58
H  2.441  5.843  0.816  0.41
H  1.289  6.113  2.133  -0.01
H  3.212  9.082  2.495  0.34
H  4.010  7.528  2.269  0.26
H  2.541  7.783  3.338  0.32
C  -3.907  3.837  1.141  -0.77
C  -4.476  3.360  2.513  0.47
C  -5.916  3.781  2.817  -0.96
O  -5.850  5.148  3.116  -0.35
C  -7.157  5.715  3.293  -0.73
N  -4.245  1.801  2.575  0.42
H  -4.900  1.274  2.015  0.32
H  -3.282  1.580  2.368  -0.73
H  -4.387  1.545  3.542  0.50
H  -3.999  4.920  1.059  0.62
H  -4.418  3.379  0.295  -0.05
H  -2.857  3.549  1.088  -0.22
H  -3.893  3.707  3.366  0.29
H  -6.404  3.290  3.659  0.55
H  -6.502  3.504  1.941  0.44
H  -7.637  5.706  2.314  0.32
H  -6.878  6.670  3.738  0.27
H  -7.700  5.068  3.983  0.33
C  -5.598  -4.195  0.066  -1.21
C  -4.861  -3.473  1.161  0.19
C  -3.684  -2.619  0.637  -0.63
O  -2.877  -3.202  -0.389  1.07
C  -2.101  -4.297  0.194  -1.17
N  -5.834  -2.606  1.976  0.04
H  -5.548  -2.384  2.919  0.09
H  -6.013  -1.697  1.574  0.32
H  -6.656  -3.101  2.290  0.48
H  -4.871  -4.881  -0.368  0.17
H  -5.914  -3.480  -0.693  0.24
H  -6.384  -4.901  0.336  0.59
H  -4.509  -4.146  1.943  0.18
H  -3.078  -2.213  1.446  0.05
H  -4.125  -1.774  0.108  -0.06
H  -2.515  -5.152  -0.340  0.64
H  -2.226  -4.342  1.276  0.54
H  -1.036  -4.268  -0.035  -0.51
C  -5.611  -0.467  -2.877  -2.10
C  -5.153  1.006  -3.210  2.57
C  -5.652  1.429  -4.499  -1.27
O  -6.926  2.087  -4.426  -0.45
C  -7.269  2.217  -5.834  -0.70
N  -5.514  1.946  -2.091  -0.01
H  -5.111  2.872  -2.118  0.02
H  -6.503  2.151  -2.117  0.54
H  -5.283  1.517  -1.207  0.27
H  -5.078  -1.248  -3.420  0.53
H  -6.644  -0.620  -3.188  0.52
H  -5.320  -0.765  -1.869  0.05
H  -4.064  1.039  -3.228  -1.06
H  -5.677  0.524  -5.107  0.64
H  -4.907  2.150  -4.835  0.44
H  -6.519  2.435  -6.595  0.20
H  -8.147  2.862  -5.843  0.32
H  -7.657  1.215  -6.018  0.39
C  -2.111  -0.572  7.820  -1.39
C  -1.669  0.384  6.744  0.11
C  -0.125  0.291  6.421  -0.29
O  0.247  -0.882  5.687  0.38
C  1.683  -1.118  5.642  -0.61
N  -2.470  0.033  5.504  0.93
H  -3.478  0.046  5.559  0.60
H  -2.141  0.557  4.706  -0.13
H  -2.291  -0.938  5.290  -0.47
H  -2.117  -1.626  7.546  0.15
H  -3.156  -0.450  8.103  0.44
H  -1.478  -0.417  8.694  0.46
H  -1.960  1.411  6.966  0.44
H  0.419  0.271  7.365  0.63
H  0.072  1.139  5.764  -0.28
H  1.986  -1.557  6.592  0.37
H  2.277  -0.233  5.413  0.05
H  1.839  -1.819  4.821  0.03
C  -1.646  -0.011  -1.571  0.71
C  -1.035  0.100  -0.132  1.61
C  0.161  -0.903  0.118  0.64
O  0.910  -0.801  1.321  0.36
C  0.169  -0.990  2.515  1.20
N  -0.725  1.565  -0.052  2.48
H  -1.337  2.233  -0.497  -0.17
H  -0.531  1.879  0.888  -0.83
H  0.134  1.699  -0.567  -0.55
H  -1.121  0.466  -2.398  -1.19
H  -2.613  0.488  -1.642  0.18
H  -1.875  -1.027  -1.893  -0.49
H  -1.867  -0.096  0.545  -0.10
H  0.912  -0.873  -0.672  -1.07
H  -0.218  -1.920  0.021  -0.09
H  0.009  -2.041  2.755  -0.37
H  -0.804  -0.502  2.467  -0.52
H  0.841  -0.527  3.238  -0.86
O  -2.208  -2.678  4.539  0.99
C  -3.351  -3.320  4.715  0.18
O  -4.425  -2.644  4.707  -0.96
O  -3.283  -4.563  4.783  -0.70
H  -1.931  -3.586  4.393  -0.58
O  3.404  2.225  -2.452  -0.72
C  2.417  2.972  -1.997  0.76
O  2.651  3.999  -1.404  -0.91
O  1.318  2.403  -1.928  0.78
H  2.799  1.483  -2.524  -0.55
O  -2.178  5.639  -2.081  -0.59
C  -2.842  4.527  -2.027  0.57
O  -3.895  4.442  -2.690  -1.00
O  -2.459  3.544  -1.385  -0.67
H  -2.804  5.796  -2.792  0.31
O  -0.842  3.646  4.167  -0.57
C  -0.904  2.898  3.139  -0.14
O  -1.355  1.745  3.224  -0.29
O  -0.316  3.382  2.147  0.15
H  -0.328  4.342  3.750  0.22